# 1
C8H21HoI2O2P2 | ωB97M-V with the def2-TZVPD basis set

Values from the calculation:
HOMO-LUMO gap (spin up / spin down)	6.36 / 6.36	eV
expectation value of S²	6.01
DFT total energy	-73294.836	eV
highest occupied orbital energy (spin up / spin down)	-15.72 / -15.73	eV
molar mass	629.94	Da
largest force on an atom	6.4	eV/Å

Structure (ORCA input):
```
! wB97M-V def2-TZVPD RIJCOSX def2/J DEFGRID3
* xyz 2 5
I -2.803 -1.390 -2.973
I -2.113 -2.797 -0.573
Ho -0.081 0.085 -0.407
P 1.825 -1.962 -0.977
C 2.489 -3.104 0.203
C 1.243 -2.761 -2.513
H 2.008 -3.397 -2.961
H 4.061 -1.470 -1.952
H 0.914 -2.016 -3.237
H 2.901 -0.133 -2.263
H 1.691 -3.737 0.551
H 0.359 -3.347 -2.264
C 3.238 -0.875 -1.522
H 3.292 -3.722 -0.182
H 3.599 -0.311 -0.647
H 2.857 -2.554 1.055
P -2.284 1.586 0.627
C -2.871 1.538 2.297
C -1.593 3.303 0.360
H -3.215 1.551 -1.626
H -4.417 2.171 -0.461
H -4.009 0.433 -0.571
C -3.617 1.446 -0.618
H -1.203 3.416 -0.664
H -2.355 4.079 0.546
H -3.634 2.273 2.526
H -2.039 1.687 2.967
H -0.740 3.444 1.044
H -3.263 0.554 2.491
C -0.476 -1.213 1.449
O -0.362 -1.576 2.541
C 2.138 1.783 1.550
O 1.328 1.311 0.500
H 2.788 0.979 1.913
H 1.518 2.109 2.391
H 2.826 2.620 1.400
*
```



# 2
C8H21MnN5Se2 | ωB97M-V with the def2-TZVPD basis set

Values from the calculation:
HOMO-LUMO gap (spin up / spin down)	9.63 / 9.55	eV
expectation value of S²	8.76
DFT total energy	-178088.191	eV
highest occupied orbital energy (spin up / spin down)	-14.88 / -15.65	eV
energy relative to the best compared isomer or geometry (same formula, charge and spin)	0.0	kJ/mol
molar mass	400.15	Da
largest force on an atom	0.3	eV/Å

Structure (ORCA input):
```
! wB97M-V def2-TZVPD RIJCOSX def2/J DEFGRID3
* xyz 2 6
Mn -0.553 0.024 0.701
C -0.899 2.587 3.491
Se -1.738 0.979 2.775
C -1.004 -0.369 3.971
C 0.506 -0.496 4.005
Se 1.359 -0.953 2.304
C 2.601 0.546 2.234
H -1.245 2.670 4.517
H -1.287 3.412 2.900
H 0.183 2.542 3.428
H -1.491 -1.300 3.678
H -1.386 -0.120 4.962
H 0.778 -1.277 4.714
H 0.982 0.424 4.341
H 3.157 0.545 3.168
H 2.095 1.499 2.103
H 3.292 0.362 1.415
C 1.644 1.293 -3.383
N 0.648 0.218 -3.398
C 0.283 -0.369 -4.693
C 0.044 -0.130 -2.259
N 0.155 0.534 -1.134
N -0.718 -1.288 -2.336
C -1.644 -1.808 -1.448
N -2.411 -2.772 -1.981
N -1.731 -1.414 -0.214
H 2.265 1.195 -4.268
H 2.290 1.183 -2.513
H 1.178 2.280 -3.386
H 0.678 0.271 -5.475
H -0.800 -0.397 -4.810
H 0.717 -1.362 -4.828
H 0.645 1.405 -1.281
H -0.597 -1.824 -3.180
H -2.448 -2.936 -2.972
H -3.029 -3.312 -1.400
H -2.520 -1.843 0.254
*
```



# 3
C8H21N5O13 | ωB97M-V with the def2-TZVPD basis set

Values from the calculation:
HOMO-LUMO gap	11.01	eV
DFT total energy	-42690.661	eV
highest occupied orbital energy	-10.83	eV
energy relative to the best compared isomer or geometry (same formula, charge and spin)	6.2	kJ/mol
SMILES	C[N+](=O)[O-].C[N+](=O)[O-].C[N+](=O)[O-].C[N+](=O)[O-].C[N+](=O)[O-].COC(=O)OC
molar mass	395.28	Da
largest force on an atom	0.8	eV/Å

Structure (ORCA input):
```
! wB97M-V def2-TZVPD RIJCOSX def2/J DEFGRID3
* xyz 0 1
C -2.132 2.053 -3.003
O -1.394 1.084 -3.749
C -2.120 0.286 -4.523
O -3.283 0.429 -4.802
O -1.329 -0.684 -4.977
C -1.918 -1.523 -5.975
H -2.838 2.601 -3.625
H -1.407 2.751 -2.598
H -2.654 1.564 -2.181
H -1.975 -0.978 -6.916
H -2.898 -1.877 -5.667
H -1.249 -2.372 -6.080
C -3.180 1.917 3.371
N -2.147 1.588 4.396
O -2.483 1.617 5.563
O -1.047 1.295 3.988
H -4.089 2.220 3.869
H -3.304 1.029 2.758
H -2.760 2.707 2.754
C 1.120 1.327 1.441
N 0.011 1.492 0.464
O 0.293 1.754 -0.686
O -1.120 1.275 0.857
H 2.013 1.036 0.901
H 0.766 0.673 2.226
H 1.290 2.323 1.855
C 6.573 0.996 -0.031
N 5.100 1.177 0.095
O 4.563 1.945 -0.676
O 4.530 0.533 0.950
H 6.736 -0.060 -0.220
H 7.013 1.244 0.932
H 6.906 1.657 -0.819
C -1.046 -1.540 -0.702
N -1.252 -2.319 0.547
O -1.531 -1.702 1.554
O -1.167 -3.530 0.484
H -1.299 -2.191 -1.532
H 0.014 -1.305 -0.776
H -1.678 -0.662 -0.663
C 0.548 -3.365 3.093
N 1.363 -2.134 2.941
O 1.447 -1.397 3.897
O 1.885 -1.938 1.858
H 0.927 -3.928 3.943
H 0.694 -3.955 2.197
H -0.489 -3.110 3.267
*
```



# 4
C8H22Ag2FeN8O20 | ωB97M-V with the def2-TZVPD basis set

Values from the calculation:
HOMO-LUMO gap (spin up / spin down)	8.52 / 3.48	eV
expectation value of S²	12.01
DFT total energy	-103881.653	eV
highest occupied orbital energy (spin up / spin down)	-9.20 / -7.59	eV
molar mass	821.88	Da
largest force on an atom	8.4	eV/Å

Structure (ORCA input):
```
! wB97M-V def2-TZVPD RIJCOSX def2/J DEFGRID3
* xyz 0 7
Ag -15.180 8.317 0.906
Ag -8.792 9.903 -0.657
Fe -12.638 12.969 -0.435
N -12.181 9.769 -0.452
O -11.069 9.312 -0.405
O -13.134 9.124 -0.058
O -12.327 10.830 -0.955
N -13.119 5.584 0.231
O -13.846 6.450 0.714
O -13.178 4.435 0.684
O -12.529 5.856 -0.793
N -10.266 12.349 1.636
O -9.742 11.459 0.947
O -9.772 12.702 2.720
O -11.359 12.790 1.310
N -9.905 12.817 -2.208
O -9.389 11.762 -1.873
O -9.446 13.452 -3.131
O -10.887 13.243 -1.592
N -8.653 6.584 -0.133
O -9.544 5.829 -0.540
O -8.577 7.666 -0.601
O -7.827 6.157 0.648
N -15.421 11.804 1.082
O -14.400 12.274 0.556
O -16.353 12.585 1.356
O -15.588 10.589 1.251
C -12.561 10.101 3.539
C -12.753 8.695 3.104
C -12.191 7.705 4.162
O -11.987 6.431 3.561
C -10.904 6.304 2.613
N -14.211 8.424 2.979
H -12.897 10.406 4.531
H -12.977 10.805 2.818
H -11.490 10.285 3.615
H -12.263 8.554 2.141
H -12.936 7.487 4.927
H -11.327 8.052 4.728
H -10.965 5.308 2.176
H -9.974 6.374 3.177
H -10.957 7.029 1.800
H -14.411 7.478 3.268
H -14.566 8.936 3.775
C -12.592 16.127 -2.152
C -13.758 15.578 -1.239
C -14.666 14.557 -1.960
O -13.862 13.325 -2.058
C -14.604 12.296 -2.695
N -13.163 14.965 -0.042
H -13.002 16.760 -2.939
H -11.961 15.372 -2.620
H -11.917 16.820 -1.649
H -14.368 16.427 -0.932
H -14.855 14.965 -2.953
H -15.544 14.358 -1.345
H -13.917 11.601 -3.177
H -15.323 12.753 -3.375
H -15.226 11.650 -2.076
H -13.846 15.027 0.699
H -12.471 15.566 0.384
*
```



# 5
C8H22As2F12KN2O2 | ωB97M-V with the def2-TZVPD basis set

Values from the calculation:
HOMO-LUMO gap	8.43	eV
DFT total energy	-186351.363	eV
highest occupied orbital energy	-6.86	eV
molar mass	595.19	Da
largest force on an atom	2.7	eV/Å

Structure (ORCA input):
```
! wB97M-V def2-TZVPD RIJCOSX def2/J DEFGRID3
* xyz -1 1
K 0.594 -0.366 1.326
As -3.183 0.554 2.667
F -1.464 0.898 2.765
F -3.380 1.808 1.473
F -4.856 0.066 2.489
F -2.958 -0.712 3.867
F -3.559 1.712 3.899
F -2.772 -0.644 1.432
As 1.344 3.787 0.653
F 1.623 3.392 2.329
F -0.338 3.405 0.875
F 1.030 4.125 -1.040
F 3.050 4.125 0.379
F 1.682 2.096 0.253
F 1.106 5.452 1.042
C 5.431 -1.542 0.307
C 3.907 -1.501 0.404
C 3.204 -2.855 0.419
O 1.807 -2.721 0.552
C 1.107 -3.912 0.905
N 3.375 -0.630 1.441
H 5.792 -2.036 1.228
H 5.867 -0.558 0.493
H 5.859 -1.977 -0.590
H 3.677 -1.000 -0.554
H 3.562 -3.410 1.303
H 3.487 -3.396 -0.488
H 1.395 -4.752 0.279
H 0.055 -3.650 0.904
H 1.369 -4.124 1.947
H 3.389 -1.193 2.295
H 3.945 0.189 1.623
C -2.274 2.071 -2.581
C -2.161 0.868 -1.615
C -2.292 -0.434 -2.321
O -3.324 -0.473 -3.294
C -4.606 -0.637 -2.765
N -0.876 0.941 -0.879
H -1.804 1.891 -3.547
H -1.851 2.978 -2.144
H -3.332 2.339 -2.678
H -2.923 1.023 -0.847
H -2.444 -1.281 -1.636
H -1.368 -0.700 -2.847
H -4.772 -0.120 -1.807
H -4.764 -1.702 -2.530
H -5.381 -0.240 -3.421
H -0.867 1.845 -0.419
H -0.106 1.002 -1.544
*
```



# 6
C8H22Br2N6O12 | ωB97M-V with the def2-TZVPD basis set

Values from the calculation:
HOMO-LUMO gap	9.09	eV
DFT total energy	-182230.780	eV
highest occupied orbital energy	-10.03	eV
energy relative to the best compared isomer or geometry (same formula, charge and spin)	53.5	kJ/mol
SMILES	C[N+](=O)[O-].C[N+](=O)[O-].C[N+](=O)[O-].C[N+](=O)[O-].C[N+](=O)[O-].C[N+](=O)[O-].BrCCBr
molar mass	554.10	Da
largest force on an atom	3.8	eV/Å

Structure (ORCA input):
```
! wB97M-V def2-TZVPD RIJCOSX def2/J DEFGRID3
* xyz 0 1
Br -19.324 14.350 11.734
C -18.429 12.647 11.773
C -17.375 12.612 10.712
Br -16.444 10.817 10.848
H -19.224 11.907 11.688
H -17.978 12.547 12.761
H -16.558 13.327 10.807
H -17.734 12.589 9.683
C -24.769 12.096 16.897
N -26.242 11.965 16.688
O -26.939 12.460 17.588
O -26.602 11.407 15.671
H -24.570 12.886 17.622
H -24.225 12.328 15.982
H -24.360 11.170 17.301
C -23.773 8.271 15.075
N -24.383 7.591 16.300
O -23.696 6.908 17.054
O -25.621 7.771 16.367
H -22.721 8.400 15.330
H -24.222 9.256 14.947
H -23.873 7.554 14.260
C -17.780 15.387 15.902
N -17.238 15.386 14.464
O -17.345 16.416 13.855
O -16.742 14.388 13.991
H -18.247 16.360 16.049
H -16.913 15.237 16.546
H -18.554 14.622 15.963
C -20.771 9.324 18.588
N -21.005 9.591 17.140
O -20.066 9.427 16.332
O -22.006 10.194 16.851
H -19.909 8.657 18.625
H -21.684 8.888 18.993
H -20.456 10.285 18.993
C -22.341 10.500 9.749
N -21.146 10.731 8.883
O -21.319 11.345 7.828
O -20.057 10.355 9.350
H -22.711 9.477 9.675
H -23.108 11.236 9.507
H -22.013 10.607 10.783
C -21.178 12.567 14.841
N -21.675 11.410 14.093
O -20.833 10.689 13.481
O -22.875 11.129 14.202
H -22.135 13.057 15.016
H -20.409 13.053 14.240
H -20.850 12.251 15.831
*
```